Record 1
Molecular formula: C24H50ClIrNO3P2Si2
Method: DFT, the ωB97M-V functional and the def2-TZVPD basis

```
84
Properties=species:S:1:pos:R:3:forces:R:3
Ir 0.402 -0.121 -0.108 -0.2 -0.5 -0.3
C -0.475 2.347 0.279 -0.4 0.4 -0.9
C 1.047 2.192 0.196 -0.2 0.2 -0.4
C 1.327 1.596 -1.084 -0.5 1.3 -0.7
Si 2.065 2.712 1.694 0.0 -0.3 -0.2
C 0.097 1.634 -1.920 1.0 -0.7 1.3
C -0.958 2.185 -1.187 -0.4 1.1 0.8
Si -2.839 2.305 -1.320 1.0 -0.7 0.1
H -0.896 3.242 0.806 0.6 -0.3 -0.6
H 2.329 1.417 -1.474 -0.3 0.1 -0.1
H 0.091 1.292 -2.953 -0.1 0.1 0.2
Cl 0.725 -2.240 -0.862 0.5 -1.0 -0.5
C -3.603 3.497 -0.106 0.1 0.3 0.1
C -3.249 2.829 -3.057 -0.4 0.1 -0.1
C 1.277 3.992 2.839 -0.4 -0.1 -0.2
C 3.722 3.460 1.216 0.1 0.0 0.0
H -2.884 3.858 -3.172 -0.1 -0.2 -0.1
H -4.335 2.830 -3.213 0.2 0.0 -0.1
H -2.782 2.213 -3.830 -0.1 0.1 0.1
H -3.493 3.178 0.941 -0.1 0.1 -0.6
H -4.674 3.606 -0.317 0.1 -0.1 0.0
H -3.149 4.490 -0.213 -0.1 -0.1 0.0
H 3.534 4.432 0.737 0.1 -0.2 0.1
H 4.312 2.851 0.525 -0.1 0.1 0.1
H 4.337 3.653 2.106 -0.1 -0.1 -0.2
H 1.044 4.918 2.301 0.0 -0.1 0.0
H 1.975 4.271 3.643 -0.1 -0.2 -0.2
H 0.346 3.609 3.290 0.7 0.3 -0.1
C -3.401 0.560 -0.840 -0.3 -0.1 0.0
C 2.209 1.057 2.588 0.2 0.1 0.4
P -2.170 -0.750 -1.209 -0.7 0.3 -0.6
H -4.351 0.350 -1.349 0.0 -0.1 0.2
H -3.584 0.543 0.248 0.1 0.1 -0.3
P 2.174 -0.353 1.431 0.7 0.6 0.8
H 1.354 0.971 3.279 0.2 0.0 -0.2
H 3.136 1.043 3.174 -0.2 -0.1 0.1
C 2.423 -1.844 2.518 0.0 -0.2 -0.3
C 3.853 -0.158 0.586 -0.7 0.0 0.1
C -2.246 -0.723 -3.111 0.2 0.1 0.6
C -3.086 -2.353 -0.825 0.4 0.0 -0.1
C -2.590 -2.901 0.514 0.1 -0.2 0.0
H -2.756 -3.033 -1.629 -0.1 0.1 0.2
C -4.618 -2.315 -0.819 -0.1 0.0 -0.1
H -4.999 -1.688 -0.004 0.1 -0.1 -0.2
H -4.977 -3.339 -0.642 0.0 0.2 0.0
H -5.061 -1.978 -1.762 0.1 0.0 0.2
H -1.507 -3.054 0.499 -0.2 0.1 0.1
H -3.076 -3.865 0.715 0.1 0.2 0.1
H -2.843 -2.214 1.333 0.1 -0.1 -0.1
H -1.920 0.303 -3.340 -0.1 -0.3 0.0
C -3.615 -0.956 -3.766 0.1 0.0 -0.1
C -1.226 -1.705 -3.686 0.1 0.1 -0.2
H -4.408 -0.282 -3.419 0.2 -0.1 0.0
H -3.953 -1.994 -3.643 0.1 0.2 0.0
H -3.499 -0.783 -4.847 -0.1 -0.1 0.2
H -0.217 -1.519 -3.304 -0.2 -0.1 -0.1
H -1.214 -1.605 -4.780 0.0 -0.1 0.2
H -1.500 -2.739 -3.441 0.1 0.2 -0.1
H 3.770 0.830 0.102 0.0 -0.3 0.1
C 4.033 -1.227 -0.488 0.1 0.1 -0.2
C 5.075 -0.142 1.513 0.1 0.1 -0.1
H 5.037 0.608 2.313 -0.1 -0.2 -0.2
H 5.951 0.098 0.894 -0.1 -0.1 0.2
H 5.261 -1.128 1.962 -0.1 0.2 -0.1
H 3.217 -1.227 -1.218 0.2 0.0 0.2
H 4.088 -2.227 -0.040 0.0 0.2 -0.1
H 4.977 -1.039 -1.016 -0.1 -0.1 0.1
C 1.093 -2.556 2.748 -0.1 -0.2 0.0
C 3.106 -1.603 3.870 0.1 0.0 0.1
H 3.075 -2.489 1.907 -0.2 0.0 0.2
H 2.480 -0.996 4.537 0.1 -0.1 -0.2
H 4.094 -1.135 3.800 -0.3 0.0 0.0
H 3.248 -2.580 4.352 0.0 0.2 -0.1
H 0.394 -1.911 3.296 0.1 -0.1 -0.1
H 1.270 -3.457 3.349 -0.1 0.1 -0.1
H 0.635 -2.855 1.800 0.0 0.1 0.2
C 2.026 -5.506 -2.555 -0.1 0.3 0.2
H 2.395 -4.773 -3.281 -0.2 -0.4 0.4
H 2.599 -5.689 -1.639 -0.3 0.1 -0.5
H 0.982 -5.835 -2.609 0.6 0.1 0.0
O -1.000 1.905 3.710 -0.5 1.9 -2.5
N -1.638 2.470 2.812 -3.2 -3.7 4.0
O -2.878 2.357 2.734 3.3 1.1 -0.7
O -0.918 1.187 0.923 -0.5 0.3 0.8
```
Positions in Å, forces in eV/Å.

Values from the calculation:
Charge: 0
E, eV: -83019.8219
⟨S²⟩: 8.800
LUMO (alpha / beta), eV: 0.1 / -2.4
Max |F|, eV/A: 6.3
Kohn-Sham gap (alpha / beta), eV: 5.6 / 5.4
2S+1: 6

***

Record 2
Molecular formula: C35H31BrCdIN3OS2Te
Method: DFT, the ωB97M-V functional and the def2-TZVPD basis

```
76
Properties=species:S:1:pos:R:3:forces:R:3
Cd -0.182 0.178 0.661 -0.4 -0.3 0.3
S -2.483 0.402 1.674 0.0 0.1 0.1
C -1.591 0.470 3.164 -0.1 0.0 0.0
S 0.137 0.671 3.132 0.1 0.1 -0.2
C -2.248 0.359 4.380 0.0 -0.1 0.1
C -1.550 0.431 5.624 -0.1 0.0 -0.1
N -1.018 0.497 6.647 0.0 -0.1 -0.1
C -3.658 0.143 4.462 0.1 0.1 -0.1
N -4.796 -0.021 4.556 0.1 -0.1 0.0
Br 6.535 -0.502 -0.133 0.0 0.0 0.0
C 5.688 0.928 -1.037 0.0 0.1 0.0
C 6.502 1.868 -1.658 0.0 0.0 0.0
C 5.937 2.934 -2.336 0.0 0.0 0.0
C 4.556 3.062 -2.396 0.0 0.0 0.0
C 3.747 2.124 -1.777 0.0 0.0 0.0
C 4.304 1.050 -1.090 0.0 0.0 0.0
I 3.008 -0.305 -0.193 -0.1 -0.2 0.0
H 7.576 1.754 -1.604 0.0 0.0 0.0
H 6.577 3.664 -2.816 0.0 0.0 0.0
H 4.105 3.892 -2.925 0.0 0.0 0.0
H 2.669 2.218 -1.828 0.0 0.0 0.0
C 3.984 -8.929 4.010 0.0 0.0 0.0
C 3.374 -7.657 3.481 0.0 0.0 0.0
C 4.150 -6.531 3.245 0.0 0.0 0.0
C 3.597 -5.346 2.759 0.0 -0.1 0.0
C 4.516 -4.167 2.530 0.0 0.0 0.0
C 2.218 -5.290 2.512 0.0 0.0 0.1
Te 1.417 -3.372 1.776 0.0 -0.1 0.0
N 0.281 -2.027 0.425 0.3 0.0 -0.3
C -0.066 -2.033 -0.832 0.0 0.1 0.0
O -0.405 -0.927 -1.396 0.1 0.0 0.1
C -0.165 -3.278 -1.660 0.0 0.0 0.0
C -1.328 -3.499 -2.392 0.0 0.0 0.0
C -1.477 -4.659 -3.136 0.0 0.0 0.0
C -0.453 -5.598 -3.178 0.0 0.0 0.0
C 0.719 -5.370 -2.471 0.0 0.0 0.0
C 0.859 -4.217 -1.709 0.0 0.0 0.0
C -0.162 -3.329 3.180 0.0 0.1 0.1
C -1.496 -3.527 2.815 0.0 0.0 0.0
C -1.978 -3.853 1.425 0.0 0.1 0.0
C -2.472 -3.436 3.810 0.0 0.0 0.0
C -2.159 -3.181 5.133 0.0 0.0 0.0
C -3.228 -3.069 6.185 0.0 0.0 0.0
C -0.822 -2.994 5.466 0.0 0.1 0.0
C 0.185 -3.043 4.515 0.0 0.0 -0.1
C 1.596 -2.753 4.960 0.0 0.0 0.0
C 1.424 -6.426 2.708 0.0 0.0 0.0
C -0.054 -6.440 2.414 0.1 -0.1 0.0
C 2.015 -7.587 3.201 0.0 0.0 0.0
H 5.044 -8.798 4.225 0.0 0.0 0.0
H 3.886 -9.743 3.288 0.0 0.0 0.0
H 3.490 -9.249 4.929 0.0 0.0 0.0
H 5.217 -6.568 3.447 0.0 0.0 0.0
H 5.540 -4.428 2.801 0.0 0.0 0.0
H 4.217 -3.300 3.122 0.0 0.0 0.0
H 4.518 -3.849 1.484 0.0 0.0 0.0
H -2.111 -2.751 -2.364 0.0 0.0 0.0
H -2.394 -4.831 -3.689 0.0 0.0 0.0
H -0.569 -6.503 -3.762 0.0 0.0 0.0
H 1.526 -6.092 -2.507 0.0 0.0 0.0
H 1.772 -4.045 -1.156 0.0 0.0 0.0
H -1.189 -4.221 0.774 0.0 0.1 0.0
H -2.400 -2.960 0.957 0.0 0.0 0.0
H -2.760 -4.613 1.479 0.0 0.0 0.0
H -3.511 -3.569 3.525 0.0 0.0 0.0
H -4.208 -3.325 5.784 0.0 0.0 0.0
H -3.280 -2.047 6.567 0.0 0.0 0.0
H -3.013 -3.725 7.031 0.0 0.0 0.0
H -0.560 -2.753 6.491 0.0 0.0 0.0
H 1.595 -2.417 5.997 0.0 0.0 0.0
H 2.036 -1.957 4.356 0.0 0.0 0.0
H 2.236 -3.635 4.883 0.0 0.0 0.0
H -0.296 -5.816 1.553 0.1 -0.1 0.1
H -0.630 -6.058 3.261 0.0 0.0 0.0
H -0.390 -7.456 2.202 0.0 0.0 0.0
H 1.393 -8.464 3.361 0.0 0.0 0.0
```
Positions in Å, forces in eV/Å.

Values from the calculation:
Charge: -1
E, eV: -154988.8019
⟨S²⟩: 0.760
LUMO (alpha / beta), eV: 1.9 / 1.2
Max |F|, eV/A: 0.6
Kohn-Sham gap (alpha / beta), eV: 6.7 / 6.2
2S+1: 2

***

Record 3
Molecular formula: C19H24F6NNiO4PSb2
Method: DFT, the ωB97M-V functional and the def2-TZVPD basis

```
58
Properties=species:S:1:pos:R:3:forces:R:3
Ni -2.090 -0.537 1.358 -1.2 -1.0 0.2
O 0.024 3.011 3.584 -0.8 -1.1 -0.9
C -0.777 1.975 3.208 0.8 1.2 0.8
O -0.561 1.656 1.843 0.0 1.2 1.2
C -1.717 1.255 3.922 -0.6 -0.4 0.4
C -2.184 1.637 5.210 0.6 0.1 -0.7
C -3.163 0.891 5.816 -0.3 -0.4 -0.1
C -3.680 -0.229 5.161 0.2 0.5 0.2
C -3.141 -0.575 3.934 -0.1 -0.9 -0.4
N -2.200 0.130 3.316 -0.1 0.6 -0.3
C -3.527 -1.917 3.227 -0.6 0.9 1.5
O -4.393 -2.589 3.728 0.1 0.0 -0.1
O -2.801 -2.140 2.215 0.9 0.2 -1.8
H -0.028 3.175 4.532 0.0 0.0 0.2
H -1.794 2.531 5.671 0.0 0.1 0.2
H -3.533 1.171 6.789 -0.1 0.1 0.1
H -4.477 -0.829 5.571 0.0 -0.2 0.0
C 2.454 2.827 0.598 -0.4 -0.3 -0.1
Sb 1.269 1.324 -0.486 1.1 -0.3 0.4
C 0.504 0.673 1.525 0.8 -1.0 -1.1
C 2.864 -0.209 -0.429 -0.5 0.3 0.4
C 3.356 -0.374 -1.812 0.0 -0.3 -0.9
C 4.243 0.572 -2.317 -0.1 0.0 0.0
C 4.659 0.546 -3.632 0.0 -0.1 -0.2
C 4.179 -0.444 -4.484 0.1 0.3 0.1
C 3.300 -1.390 -4.004 0.0 -0.1 0.4
C 2.879 -1.394 -2.665 0.9 0.7 -0.2
C 1.957 -2.416 -2.207 -2.1 -0.1 0.1
Sb -0.164 -1.524 -2.045 1.2 -0.8 -0.4
C -1.267 -3.187 -2.905 0.2 0.4 0.2
C 0.008 -0.300 -3.816 -0.1 -0.2 0.4
H 3.284 3.124 -0.036 0.1 0.0 -0.1
H 2.845 2.433 1.535 0.1 0.0 0.0
H 1.859 3.716 0.798 0.0 0.1 0.0
H 1.272 0.696 2.297 -0.2 0.2 0.1
H 0.010 -0.317 1.510 0.4 0.4 0.1
H -0.322 2.502 1.409 -0.2 0.0 -0.3
H 2.424 -1.108 -0.006 0.0 -0.1 0.0
H 3.648 0.157 0.228 0.0 0.1 0.2
H 4.605 1.342 -1.651 0.1 0.2 0.1
H 5.346 1.293 -4.000 0.1 0.1 0.0
H 4.491 -0.467 -5.516 0.0 0.0 -0.1
H 2.934 -2.164 -4.662 0.0 -0.1 -0.1
H 2.164 -2.821 -1.225 0.1 -0.1 0.1
H 1.814 -3.213 -2.925 0.2 -0.2 -0.1
H -1.322 -3.071 -3.984 0.1 0.0 -0.1
H -2.271 -3.191 -2.496 -0.1 0.0 0.1
H -0.776 -4.124 -2.652 0.0 0.0 0.0
H -0.528 -0.791 -4.620 0.0 -0.1 -0.1
H 1.054 -0.185 -4.080 0.1 0.0 -0.1
H -0.440 0.670 -3.634 0.0 0.1 0.0
F -1.694 0.789 -0.369 -1.0 -0.4 0.7
P -3.280 0.326 -1.009 1.0 0.5 -2.3
F -2.805 -1.215 -0.580 -0.4 0.5 0.8
F -3.809 0.532 0.526 0.2 -0.4 0.5
F -4.662 -0.170 -1.530 0.1 0.1 0.4
F -3.502 1.855 -1.322 -0.2 -0.3 0.2
F -2.540 0.084 -2.416 -0.5 0.2 0.5
```
Positions in Å, forces in eV/Å.

Values from the calculation:
Charge: +1
E, eV: -109479.0631
⟨S²⟩: 3.793
LUMO (alpha / beta), eV: -3.6 / -5.5
Max |F|, eV/A: 2.5
Kohn-Sham gap (alpha / beta), eV: 6.6 / 4.6
2S+1: 4

***

Record 4
Molecular formula: C6HN11S2W
Method: DFT, the ωB97M-V functional and the def2-TZVPD basis

```
21
Properties=species:S:1:pos:R:3:forces:R:3
W 0.073 -0.639 -0.660 0.1 1.2 -0.9
S 1.753 0.055 -2.011 -0.2 0.0 0.1
C 0.625 1.397 -2.166 -0.2 -0.3 0.0
C 1.190 2.699 -2.062 0.1 0.2 0.1
N 1.651 3.748 -1.965 0.0 -0.1 0.0
C -0.756 1.243 -2.243 0.2 -0.2 0.0
S -1.566 -0.317 -2.200 0.1 0.0 0.1
C -1.596 2.392 -2.227 -0.1 0.2 0.1
N -2.274 3.320 -2.212 0.0 -0.1 0.0
N 0.162 -1.445 2.485 -0.1 -0.1 0.1
C -0.046 -0.114 2.191 0.0 0.0 0.2
N -0.237 0.796 3.077 0.0 0.2 -0.1
N -0.409 1.970 2.375 0.0 -0.1 -0.1
N -0.338 1.852 1.146 0.0 -0.2 0.2
N -0.079 0.424 0.905 -0.1 -0.2 0.2
C 0.261 -2.455 1.598 0.1 0.0 -0.4
N 0.341 -3.723 1.903 0.0 -0.3 0.2
N 0.416 -4.373 0.721 0.0 0.8 -0.2
N 0.403 -3.805 -0.317 0.1 -1.7 0.1
N 0.286 -2.205 0.228 -0.2 0.8 0.6
H 0.143 -1.693 3.474 0.0 0.0 0.0
```
Positions in Å, forces in eV/Å.

Values from the calculation:
Charge: +2
E, eV: -46099.5878
LUMO, eV: -12.1
Max |F|, eV/A: 1.7
Kohn-Sham gap, eV: 6.3

***

Question: Look up the max |F| of the fourth one.
Answer: 1.7 eV/A

***

Question: Which of these has the highest charge?
Answer: C6HN11S2W

***

Question: E of number 1 (C24H50ClIrNO3P2Si2)?
Answer: -83019.8219 eV